Formula: C25H21N2O2PSTa
Source: the OMol25 dataset
Level of theory: the ωB97M-V functional and the def2-TZVPD basis

```
53
Properties=species:S:1:pos:R:3:nbo_charge:R:1
Ta 0.476 0.139 0.712 2.11
C 6.104 -2.508 0.418 -0.13
C 5.131 -2.443 1.413 -0.21
C 3.827 -2.136 1.076 -0.13
C 3.493 -1.889 -0.259 -0.45
C 4.468 -1.958 -1.255 -0.17
C 5.774 -2.271 -0.907 -0.17
P 1.794 -1.552 -0.689 1.10
C 1.607 -1.101 -2.410 -0.45
C 0.782 -1.847 -3.250 -0.11
C 0.681 -1.495 -4.588 -0.20
C 1.395 -0.411 -5.078 -0.14
C 2.216 0.335 -4.235 -0.19
C 2.321 -0.002 -2.899 -0.20
C 0.701 -2.912 -0.248 -0.42
C 1.063 -4.241 -0.326 -0.12
C 0.078 -5.235 -0.199 -0.19
C -1.241 -4.894 -0.015 -0.10
C -1.635 -3.541 0.101 -0.11
C -2.988 -3.137 0.258 -0.06
C -3.337 -1.812 0.315 -0.22
C -2.343 -0.816 0.261 -0.11
C -1.002 -1.164 0.157 -0.55
C -0.645 -2.542 0.023 0.08
H 7.124 -2.750 0.683 0.25
H 5.398 -2.642 2.441 0.24
H 3.059 -2.120 1.846 0.18
H 4.215 -1.777 -2.291 0.24
H 6.532 -2.333 -1.675 0.25
H 0.232 -2.701 -2.875 0.22
H 0.051 -2.075 -5.248 0.25
H 1.323 -0.149 -6.124 0.25
H 2.781 1.169 -4.628 0.25
H 2.976 0.572 -2.251 0.23
H 2.090 -4.524 -0.525 0.25
H 0.362 -6.274 -0.287 0.26
H -1.997 -5.668 0.036 0.25
H -3.757 -3.899 0.310 0.25
H -4.376 -1.526 0.402 0.26
H -2.653 0.224 0.321 0.23
N 0.611 -1.137 5.505 -0.67
C 1.216 0.016 4.757 -0.34
C 0.933 -0.103 3.279 0.79
O 1.402 0.790 2.491 -0.70
O 0.225 -1.002 2.793 -0.66
H 0.326 -0.859 6.451 0.47
H 1.265 -1.919 5.605 0.46
H -0.217 -1.495 5.010 0.47
H 2.290 0.054 4.939 0.29
H 0.782 0.948 5.122 0.29
S -0.311 3.614 -2.217 0.53
C -0.045 2.465 -1.264 0.20
N 0.171 1.517 -0.492 -0.87
```

Multiplicity   1
Net charge   +3
Orbital gap   6.3 eV

Formula: C4H4N2O
Source: the OMol25 dataset
Level of theory: the ωB97M-V functional and the def2-TZVPD basis

```
11
Properties=species:S:1:pos:R:3:nbo_charge:R:1
C -0.331 -0.115 0.102 0.16
C 0.282 1.193 0.031 -0.24
C 1.669 0.861 -0.047 -0.29
C 1.886 -0.525 -0.010 -0.05
H -0.260 2.157 -0.009 0.26
H 2.514 1.517 0.065 0.23
H 2.788 -1.252 -0.109 0.24
H 0.401 -1.975 0.116 0.42
N -1.594 -0.609 -0.014 0.08
N 0.601 -1.038 -0.016 -0.46
O -2.441 0.325 -0.038 -0.34
```

Multiplicity   1
SMILES   O=Nc1ccc[nH]1
Net charge   0
Orbital gap   8.3 eV

Formula: C4H10N2O
Source: the OMol25 dataset
Level of theory: the ωB97M-V functional and the def2-TZVPD basis

```
17
Properties=species:S:1:pos:R:3:nbo_charge:R:1
C -1.288 1.095 0.616 -0.29
C -1.150 -0.363 0.077 -0.39
C -0.034 -0.355 -0.955 -0.40
C 1.369 -0.702 -0.207 0.20
N 1.096 -1.852 0.454 -0.64
O 1.626 0.395 0.668 -0.72
N -1.458 1.837 -0.530 -0.41
H -0.397 1.392 1.161 0.23
H -2.162 1.130 1.279 0.20
H -1.003 -1.097 0.867 0.26
H -2.087 -0.594 -0.427 0.20
H -0.151 -1.255 -1.560 0.21
H -0.044 0.566 -1.554 0.25
H 2.159 -0.759 -0.967 0.16
H 1.516 -2.654 -0.004 0.34
H -2.431 1.689 -0.831 0.31
H 2.133 0.023 1.401 0.48
```

Multiplicity   1
Net charge   0
Orbital gap   4.7 eV

Formula: C47H27Cl4IN6Pd
Source: the OMol25 dataset
Level of theory: the ωB97M-V functional and the def2-TZVPD basis

```
86
Properties=species:S:1:pos:R:3:lowdin_charge:R:1
Pd -0.522 -0.104 0.103 1.06
Cl 1.268 6.497 6.574 0.67
C 0.950 5.284 5.373 -0.67
C 2.005 4.590 4.805 -0.09
C 1.747 3.623 3.848 -0.03
C 0.446 3.339 3.448 -0.20
C -0.600 4.051 4.032 -0.02
C -0.351 5.020 4.992 -0.09
C 0.186 2.292 2.399 -0.09
C 0.485 0.991 2.727 -0.25
C 1.073 0.559 3.953 -0.01
C 1.388 -0.741 3.810 0.01
C 0.970 -1.155 2.461 -0.18
C 1.045 -2.523 1.963 -0.04
C 2.102 -3.454 2.451 -0.16
C 1.921 -4.797 2.683 -0.03
C 2.964 -5.613 3.095 -0.09
C 4.232 -5.092 3.250 -0.68
Cl 5.528 -6.114 3.763 0.67
C 4.474 -3.759 2.962 -0.09
C 3.417 -2.956 2.552 -0.02
C 0.158 -2.970 1.017 -0.19
N -0.494 -2.121 0.111 0.00
C -1.245 -2.907 -0.696 -0.23
C -1.887 -2.502 -1.862 -0.08
C -2.571 -3.535 -2.702 -0.22
C -3.957 -3.664 -2.726 -0.02
C -4.572 -4.626 -3.514 -0.10
C -3.797 -5.465 -4.291 -0.67
Cl -4.561 -6.667 -5.281 0.67
C -2.413 -5.353 -4.287 -0.09
C -1.812 -4.393 -3.494 -0.02
C -1.886 -1.206 -2.333 -0.22
C -2.396 -0.799 -3.638 0.02
C -2.213 0.520 -3.737 0.02
C -1.612 0.964 -2.490 -0.22
N -1.415 -0.121 -1.680 0.00
C -1.364 2.270 -2.181 -0.08
C -0.912 2.707 -0.945 -0.22
C -0.778 4.090 -0.555 0.01
C -0.387 4.097 0.737 0.00
C -0.259 2.722 1.157 -0.26
N -0.577 1.907 0.107 -0.01
C -1.660 3.307 -3.221 -0.22
C -2.934 3.856 -3.325 -0.02
C -3.219 4.818 -4.283 -0.09
C -2.215 5.231 -5.145 -0.67
Cl -2.559 6.437 -6.350 0.66
C -0.944 4.697 -5.060 -0.10
C -0.672 3.737 -4.097 -0.01
C -1.154 -4.273 -0.255 0.01
C -0.284 -4.320 0.757 0.00
N 0.370 -0.081 1.875 -0.02
H 3.020 4.805 5.108 0.11
H 2.566 3.074 3.400 0.11
H -1.616 3.837 3.732 0.13
H -1.165 5.567 5.448 0.11
H 1.208 1.168 4.831 0.12
H 1.793 -1.388 4.548 0.11
H 0.936 -5.245 2.571 0.09
H 2.792 -6.661 3.293 0.11
H 5.477 -3.359 3.023 0.09
H 3.582 -1.948 2.240 0.07
H -4.563 -3.003 -2.118 0.13
H -5.648 -4.724 -3.525 0.11
H -1.814 -6.010 -4.899 0.11
H -0.733 -4.302 -3.487 0.13
H -2.822 -1.463 -4.369 0.12
H -2.464 1.165 -4.561 0.12
H -0.970 4.938 -1.186 0.11
H -0.188 4.952 1.357 0.11
H -3.709 3.525 -2.647 0.13
H -4.208 5.245 -4.362 0.11
H -0.173 5.029 -5.741 0.11
H 0.321 3.312 -4.026 0.13
H -1.689 -5.105 -0.682 0.12
H -0.066 -5.217 1.283 0.08
I 6.146 -0.482 1.010 0.86
C 4.290 0.215 0.397 -0.77
C 3.685 1.372 0.825 -0.15
N 2.511 1.430 0.156 -0.01
N 2.324 0.394 -0.648 0.02
C 3.400 -0.361 -0.535 -0.20
H 4.001 2.121 1.528 0.11
H 1.776 2.112 0.252 0.12
H 3.489 -1.290 -1.068 0.10
```

Multiplicity   1
Net charge   0
Orbital gap   5.9 eV

Formula: C5H10N2O6
Source: the OMol25 dataset
Level of theory: the ωB97M-V functional and the def2-TZVPD basis

```
23
Properties=species:S:1:pos:R:3:nbo_charge:R:1
N -4.198 -0.672 3.054 0.19
O -5.071 -1.115 3.572 -0.18
C 2.377 -0.041 -0.654 -0.61
C 1.363 0.205 0.464 -0.24
C 1.542 -0.759 1.633 -0.61
C -0.087 0.128 -0.035 0.04
C -0.421 1.184 -1.081 -0.14
O -1.741 1.077 -1.507 -0.29
N -1.804 0.343 -2.655 0.70
O -2.904 0.123 -3.161 -0.33
O -0.765 -0.082 -3.158 -0.39
O -0.958 0.243 1.085 -0.16
O -1.112 -0.953 1.677 -0.14
H 2.252 -1.036 -1.086 0.21
H 2.274 0.685 -1.461 0.21
H 3.401 0.032 -0.286 0.22
H 1.498 1.233 0.847 0.20
H 1.457 -1.794 1.294 0.21
H 2.509 -0.633 2.124 0.21
H 0.751 -0.600 2.373 0.23
H -0.308 -0.872 -0.439 0.21
H -0.301 2.183 -0.649 0.21
H 0.245 1.120 -1.952 0.25
```

Multiplicity   1
Net charge   0
Orbital gap (alpha / beta)   6.9 / 10.7 eV

Formula: C8H14O3S
Source: the OMol25 dataset
Level of theory: the ωB97M-V functional and the def2-TZVPD basis

```
26
Properties=species:S:1:pos:R:3:nbo_charge:R:1
C 0.082 0.331 0.568 -0.25
C 0.449 -1.073 0.007 -0.29
C 1.454 -1.246 -1.135 0.07
C 2.914 -1.032 -0.615 -0.45
C -0.768 1.244 0.020 0.05
C 0.786 -1.970 1.223 -0.62
C -1.319 1.215 -1.370 -0.69
C -1.149 2.395 0.843 -0.65
O 4.309 0.685 0.877 -0.86
O 2.418 1.539 -0.463 -0.90
O 1.156 -0.411 -2.176 -0.72
S 3.037 0.434 0.261 1.94
H 0.437 0.686 1.608 0.21
H -0.458 -1.465 -0.462 0.23
H 1.371 -2.282 -1.371 0.20
H 3.469 -1.821 -0.256 0.22
H 1.695 -1.492 1.767 0.20
H 1.096 -3.053 0.936 0.21
H -0.036 -2.096 2.070 0.23
H -0.987 0.236 -1.962 0.24
H -0.753 2.003 -1.889 0.22
H -2.391 1.418 -1.648 0.23
H -1.298 1.979 1.801 0.22
H -2.153 2.817 0.476 0.22
H -0.347 3.241 0.931 0.23
H 1.116 0.567 -1.975 0.51
```

Multiplicity   1
SMILES   CC(C)=C[C@H](C)[C@@H](O)C=S(=O)=O
Net charge   0
Orbital gap (alpha / beta)   7.2 / 7.3 eV

Max |F|? In order: 0.5 3.9 1.6 1.7 4.4 4.2 eV Å⁻¹.